(1)
{
  "formula": "C14H14ClN",
  "method": "ωB97M-V/def2-TZVPD",
  "elements": ["Cl", "N", "C", "C", "C", "C", "C", "C", "C", "C", "C", "C", "C", "C", "C", "C", "H", "H", "H", "H", "H", "H", "H", "H", "H", "H", "H", "H", "H", "H"],
  "xyz": [[1.9645, -1.9231, -1.8799], [-3.9246, -0.0808, 0.3792], [-3.3349, 0.1321, -0.8181], [-3.1259, 0.0498, 1.4525], [1.5638, 3.0801, -0.6248], [2.6801, 2.2838, -0.4226], [-1.9765, 0.5079, -0.9891], [-1.7793, 0.4706, 1.3908], [0.3309, 2.5026, -0.4379], [2.5505, 0.9781, 0.0467], [-1.2127, 0.7011, 0.1435], [0.1411, 1.1973, 0.0049], [1.2646, 0.4340, 0.2400], [0.6956, -3.3295, 0.0397], [1.1697, -1.0332, 0.6500], [0.7685, -1.9154, -0.5029], [-3.9328, -0.0741, -1.7304], [-3.5455, -0.0982, 2.4378], [1.6330, 4.1021, -0.9937], [3.6531, 2.6739, -0.5943], [-1.5982, 0.5910, -2.0306], [-1.2418, 0.5365, 2.3501], [-0.5306, 3.1088, -0.6117], [3.4107, 0.3671, 0.2733], [0.3351, -4.0057, -0.7423], [1.6416, -3.7086, 0.3723], [0.0417, -3.3701, 0.9033], [0.4510, -1.1729, 1.4877], [2.1529, -1.3470, 1.0541], [-0.2457, -1.6584, -0.8475]],
  "homo_ev": -9.34,
  "lumo_energy_ev": 0.661,
  "gap_ev": 10.005,
  "smiles": "C[C@H](Cl)Cc1ccccc1-c1ccncc1"
}


(2)
{
  "formula": "C6H12N2",
  "method": "ωB97M-V/def2-TZVPD",
  "elements": ["C", "C", "C", "C", "C", "C", "N", "N", "H", "H", "H", "H", "H", "H", "H", "H", "H", "H", "H", "H"],
  "xyz": [[1.1122, 0.3681, -1.2309], [1.3083, -0.2751, -0.1345], [0.5874, 0.9938, 0.0008], [1.6292, -1.6401, 0.4085], [1.0026, 2.3321, 0.4799], [-2.3951, -1.2142, 0.1616], [-1.2380, 0.8212, 0.1838], [-1.7639, -0.2187, -0.7167], [1.3543, 0.3302, -2.2636], [2.4550, -2.1639, -0.2185], [0.7143, -2.1289, 0.3577], [1.9597, -1.7389, 1.4575], [0.5939, 3.0691, -0.2098], [2.0392, 2.2998, 0.5668], [0.4586, 2.5203, 1.4136], [-1.8140, -1.4678, 1.1185], [-3.3530, -0.8679, 0.3971], [-2.2546, -2.1080, -0.4440], [-1.5442, 1.6946, -0.1841], [-0.8519, -0.6058, -1.1438]],
  "homo_ev": -8.32,
  "lumo_energy_ev": 0.920,
  "e_above_lowest_kcal_mol": 122.4,
  "gap_ev": 9.239
}


(3)
{
  "formula": "C3H8O3S",
  "method": "ωB97M-V/def2-TZVPD",
  "elements": ["O", "C", "O", "C", "C", "S", "H", "H", "H", "H", "H", "H", "H", "H", "O"],
  "xyz": [[1.9965, -2.1760, -0.6627], [1.1563, -1.6212, -0.0069], [1.3243, -1.3349, 1.3188], [-0.1606, -1.2419, -0.5807], [-0.2074, 0.2438, -1.1043], [-1.7592, 0.7576, -1.8846], [2.2919, -1.3990, 1.3849], [-0.8925, -1.1713, 0.3096], [-0.5311, -1.8918, -1.3754], [0.0348, 0.9452, -0.2775], [0.6218, 0.3691, -1.8123], [-1.4392, 0.2654, -3.1181], [-1.2290, 2.1853, 2.9034], [-0.3866, 3.0098, 2.0220], [-0.8201, 3.0598, 2.8838]],
  "homo_ev": -9.64,
  "lumo_energy_ev": 0.303,
  "e_above_lowest_kcal_mol": 12.2,
  "gap_ev": 9.946,
  "smiles": "O=C(O)CCS.O"
}


(4)
{
  "formula": "C16H54N2O11",
  "method": "ωB97M-V/def2-TZVPD",
  "elements": ["C", "C", "O", "H", "H", "H", "H", "H", "H", "C", "C", "O", "H", "H", "H", "H", "H", "H", "C", "C", "O", "H", "H", "H", "H", "H", "H", "C", "C", "O", "H", "H", "H", "H", "H", "H", "C", "C", "O", "H", "H", "H", "H", "H", "H", "C", "O", "N", "N", "H", "H", "H", "H", "C", "O", "H", "H", "H", "H", "C", "O", "H", "H", "H", "H", "C", "O", "H", "H", "H", "H", "C", "O", "H", "H", "H", "H", "C", "O", "H", "H", "H", "H"],
  "xyz": [[-3.2741, 2.5028, 0.4301], [-2.0666, 3.4649, 0.0901], [-1.8696, 4.3922, 1.0673], [-3.4946, 1.8914, -0.4424], [-4.2434, 3.0255, 0.4901], [-3.1516, 2.0157, 1.3614], [-2.0599, 4.1118, -0.7902], [-1.2512, 2.7865, -0.0088], [-1.1364, 4.0446, 1.5985], [2.2109, 1.9110, 2.3717], [1.2434, 2.8389, 1.8670], [0.1286, 2.9147, 2.7169], [3.0779, 1.7576, 1.7124], [1.8545, 0.8952, 2.6279], [2.5154, 2.1872, 3.3576], [0.9395, 2.5275, 0.8493], [1.6723, 3.8366, 1.9131], [-0.2965, 2.0483, 2.9274], [-3.8914, -1.1428, 0.5615], [-2.9798, -2.0735, 1.3388], [-1.8440, -2.5175, 0.6357], [-4.8505, -1.1147, 1.1288], [-4.1084, -1.4510, -0.4502], [-3.4827, -0.1430, 0.4821], [-3.5735, -2.9858, 1.5170], [-2.6874, -1.7178, 2.3130], [-1.3167, -1.6759, 0.5759], [2.2934, 4.3944, -2.8112], [2.0156, 3.0214, -2.2154], [0.7909, 3.0854, -1.5607], [1.4461, 4.7758, -3.4310], [3.2003, 4.4235, -3.3098], [2.4531, 5.0213, -1.9271], [2.7958, 2.7960, -1.5191], [1.9769, 2.1182, -2.8804], [0.7426, 2.1608, -1.2088], [0.6673, -4.8192, -0.4509], [0.7346, -5.1779, -1.9171], [0.9610, -6.5572, -2.0749], [-0.1412, -5.3996, 0.0071], [0.4365, -3.7616, -0.3308], [1.5700, -5.0554, 0.0860], [1.5974, -4.6119, -2.3785], [-0.3545, -5.0540, -2.2541], [0.3433, -6.9455, -2.6989], [0.0650, -0.0803, -0.1708], [0.7892, -1.1389, 0.3590], [-0.9741, 0.3715, 0.3695], [0.2153, 0.4379, -1.3346], [-0.9257, 0.2335, 1.3713], [-1.4826, 1.1510, 0.1546], [1.0007, -0.0599, -1.8861], [-0.5068, 0.9978, -1.8032], [-1.8422, 0.9144, 3.3851], [-0.5422, 0.3050, 3.1669], [-2.6760, 0.5468, 2.6467], [-1.7966, 2.0102, 3.3029], [-2.1369, 0.8304, 4.4368], [-0.2121, -0.0684, 3.9883], [1.1384, -2.6102, 2.7043], [1.2577, -3.6077, 3.6039], [1.5890, -1.6613, 3.0560], [0.0613, -2.4237, 2.5409], [1.7614, -2.7610, 1.8755], [2.1828, -3.6502, 3.8129], [3.7876, -1.1125, 0.4657], [3.2148, -2.2241, -0.1995], [3.6964, -1.1688, 1.5511], [3.1823, -0.3115, 0.1381], [4.8145, -0.8354, 0.1876], [2.2604, -2.2244, 0.0239], [1.5145, -1.8731, -3.0422], [2.2434, -0.7457, -2.6577], [1.8145, -2.5010, -3.8475], [0.5920, -1.4044, -3.4034], [1.2083, -2.5248, -2.2057], [2.8260, -0.5048, -3.4531], [-2.5156, 1.1965, -3.0985], [-1.5809, 2.0423, -2.4780], [-3.3731, 1.7353, -3.4301], [-2.9141, 0.3593, -2.5699], [-1.9489, 0.7734, -3.9143], [-1.3812, 2.8421, -3.0132]],
  "homo_ev": -9.15,
  "lumo_energy_ev": 0.233,
  "e_above_lowest_kcal_mol": 104.5,
  "gap_ev": 9.378,
  "smiles": "NC(N)=O.CCO.CCO.CCO.CCO.CCO.CO.CO.CO.CO.CO"
}


(5)
{
  "formula": "C6H25NO7",
  "method": "ωB97M-V/def2-TZVPD",
  "elements": ["C", "O", "C", "C", "N", "C", "C", "O", "C", "H", "H", "H", "H", "H", "H", "H", "H", "H", "H", "H", "H", "H", "H", "H", "O", "H", "H", "O", "H", "H", "O", "H", "H", "O", "H", "H", "O", "H", "H"],
  "xyz": [[0.6864, -0.9333, -2.4327], [0.3355, 0.1881, -1.6283], [-0.8117, 0.8385, -2.1474], [-1.1791, 2.0159, -1.3234], [-1.7886, 1.5178, -0.0937], [-2.0632, 2.4707, 0.9951], [-3.0688, 3.5756, 0.6341], [-3.3135, 4.4063, 1.7758], [-2.1739, 5.1601, 2.0967], [1.0727, -0.6190, -3.4023], [-0.1192, -1.6643, -2.5023], [1.5394, -1.4024, -1.9425], [-1.6916, 0.1988, -2.2164], [-0.5362, 1.1771, -3.1461], [-1.8373, 2.7123, -1.8429], [-0.2709, 2.5898, -1.1396], [-1.2945, 0.7731, 0.3768], [-1.0914, 2.8869, 1.2609], [-2.4429, 1.9372, 1.8664], [-4.0461, 3.1067, 0.5196], [-2.8001, 4.1665, -0.2416], [-1.1970, 4.6876, 2.2000], [-2.3822, 5.6864, 3.0282], [-2.0992, 5.8645, 1.2682], [0.8065, -5.3365, 1.5572], [0.9546, -5.3180, 2.5027], [1.2758, -6.1145, 1.2560], [4.1977, -2.2311, 2.4346], [3.6923, -2.8596, 2.9502], [5.0971, -2.5563, 2.4744], [3.9823, -2.7536, -3.0701], [3.8270, -1.9411, -3.5519], [3.6720, -2.5698, -2.1835], [-1.0520, -3.2748, 0.9773], [-0.5678, -4.0721, 1.1919], [-1.8448, -3.5857, 0.5402], [3.0093, -2.9269, -0.0340], [2.1352, -3.2230, 0.2200], [3.3882, -2.5777, 0.7727]],
  "s_squared": 0.750,
  "homo_ev": [0.45, -6.66],
  "lumo_energy_ev": [2.587, 2.582],
  "e_above_lowest_kcal_mol": 54.9,
  "charge": -1,
  "gap_ev": [2.142, 9.246],
  "multiplicity": 2
}


(6)
{
  "formula": "C6H15NO4",
  "method": "ωB97M-V/def2-TZVPD",
  "elements": ["C", "C", "C", "C", "C", "C", "N", "O", "O", "O", "O", "H", "H", "H", "H", "H", "H", "H", "H", "H", "H", "H", "H", "H", "H", "H"],
  "xyz": [[-3.1674, -1.3893, -0.5257], [1.6480, -1.7011, 1.2243], [2.1540, 0.7876, -2.0121], [1.7878, 1.9798, 1.7112], [-1.6923, -1.6411, -0.6481], [2.4192, 0.3310, 0.3469], [-0.7981, -0.4810, -0.7845], [1.8806, -0.8554, 0.1518], [2.7810, 1.0438, -0.7138], [2.5182, 0.7838, 1.6282], [-0.8301, 0.4026, 0.2451], [-3.4976, -1.0298, 0.4440], [-3.4591, -0.7642, -1.3196], [-3.7441, -2.3267, -0.4639], [0.6236, -1.6493, 1.5981], [2.4638, -1.5139, 1.9654], [1.9186, -2.6281, 0.7709], [1.6177, 1.6800, -2.3268], [1.2967, 0.0813, -1.9013], [3.0703, 0.4793, -2.6564], [2.2445, 2.5265, 2.5602], [0.7820, 1.8058, 1.8504], [1.9862, 2.5603, 0.8161], [-1.2960, -2.3475, 0.1560], [-1.4704, -2.2416, -1.6025], [-0.9714, 0.0027, -1.5956]],
  "homo_ev": [-4.98, -5.37],
  "lumo_energy_ev": [-0.143, 0.140],
  "e_above_lowest_kcal_mol": 152.9,
  "gap_ev": [4.832, 5.513]
}


(7)
{
  "formula": "C4H10O2",
  "method": "ωB97M-V/def2-TZVPD",
  "elements": ["C", "C", "C", "O", "C", "H", "H", "H", "H", "H", "H", "H", "H", "H", "H", "O"],
  "xyz": [[1.4320, 0.5974, -1.2546], [0.5748, 1.0165, -0.0924], [-0.6311, 0.5794, 0.1896], [-1.4476, 0.0892, -0.7977], [-1.2283, 0.7060, 1.5085], [2.4751, 0.6290, -0.9376], [1.1818, -0.4962, -1.3862], [1.0386, 1.0212, -2.1739], [0.8153, 1.8710, 0.5723], [-0.9964, -0.7557, -1.2109], [-1.4903, -0.2200, 1.9297], [-0.5169, 1.2558, 2.1860], [-2.2208, 1.1262, 1.4161], [0.5252, -1.8561, 0.5743], [0.0266, -3.2404, -0.2069], [0.4619, -2.3233, -0.3164]],
  "homo_ev": -8.29,
  "lumo_energy_ev": 0.504,
  "e_above_lowest_kcal_mol": 48.5,
  "gap_ev": 8.797,
  "smiles": "C/C=C(/C)O.O"
}


(8)
{
  "formula": "C7H14O2S2",
  "method": "ωB97M-V/def2-TZVPD",
  "elements": ["C", "C", "C", "C", "C", "C", "C", "O", "O", "S", "S", "H", "H", "H", "H", "H", "H", "H", "H", "H", "H", "H", "H", "H", "H"],
  "xyz": [[1.2524, 0.2954, 2.4694], [1.9906, -0.5436, 1.4557], [0.8543, 1.5774, 1.7202], [-0.1368, 0.2224, -0.5138], [0.7484, 1.0101, -1.4142], [-2.2953, -2.3673, -1.5303], [-1.3294, -0.2431, -1.1791], [-1.0510, 2.5748, 0.1250], [-1.9125, -1.3623, -0.5580], [0.7630, -1.2261, 0.2676], [-0.7807, 1.3074, 0.8583], [0.2920, -0.1451, 2.9041], [1.9125, 0.4833, 3.3402], [2.6061, 0.0699, 0.8957], [2.3103, -1.5597, 1.9646], [0.6816, 2.2847, 2.4897], [1.5990, 1.6753, 0.8735], [0.4031, 2.0845, -1.2680], [0.3417, 0.7353, -2.4532], [1.8613, 0.7399, -1.4330], [-2.5649, -3.2000, -0.9351], [-1.4228, -2.5343, -2.3021], [-2.9991, -1.9941, -2.2765], [-0.9854, -0.3912, -2.2461], [-2.1388, 0.5063, -1.2546]],
  "homo_ev": -8.59,
  "lumo_energy_ev": 0.682,
  "e_above_lowest_kcal_mol": 19.9,
  "gap_ev": 9.268
}


(9)
{
  "formula": "C10H10O",
  "method": "ωB97M-V/def2-TZVPD",
  "elements": ["C", "C", "C", "C", "C", "C", "C", "C", "C", "C", "O", "H", "H", "H", "H", "H", "H", "H", "H", "H", "H"],
  "xyz": [[2.8883, 0.4256, 1.0049], [2.1917, -0.6828, 1.1886], [2.3415, 1.5590, 0.3732], [0.6579, -0.5523, 1.2006], [1.0893, 1.4948, -0.2263], [0.2209, 0.3888, 0.0517], [-1.9899, -0.6015, -1.0028], [-2.8039, -1.5744, -0.6465], [-1.8421, 0.5911, -1.8649], [-0.9348, 0.1793, -0.7175], [0.4896, -0.1437, 2.5777], [3.9913, 0.2040, 1.2581], [2.7012, -1.4990, 1.7558], [2.9842, 2.2813, 0.0509], [-0.0664, -1.3305, 1.0883], [0.7164, 2.3061, -0.8825], [-2.4208, -2.1301, 0.2819], [-3.6158, -1.9195, -1.2082], [-1.6615, 0.6120, -2.8877], [-2.5678, 1.3673, -1.5410], [-0.4698, -0.0170, 2.7521]],
  "homo_ev": -7.83,
  "lumo_energy_ev": -0.743,
  "e_above_lowest_kcal_mol": 133.1,
  "gap_ev": 7.086,
  "smiles": "C=C1C/C1=C1\\C=CC=C[C@H]1O"
}


(10)
{
  "formula": "C4H12N2O2",
  "method": "ωB97M-V/def2-TZVPD",
  "elements": ["O", "C", "C", "C", "C", "N", "N", "H", "H", "H", "H", "H", "H", "H", "H", "H", "H", "H", "H", "O"],
  "xyz": [[-2.9812, -1.2935, 1.0077], [-2.1625, -1.2773, 0.1323], [-0.7990, -0.6247, 0.2703], [-0.7856, 0.4758, -0.7951], [0.4243, 1.4301, -0.7813], [1.5517, 0.8625, -1.5006], [-0.6013, -0.2100, 1.6393], [-2.3490, -1.7072, -0.8699], [-0.0493, -1.3859, 0.0150], [-0.7701, 0.0155, -1.7867], [-1.7101, 1.0570, -0.8274], [0.1135, 2.3306, -1.3055], [0.6699, 1.7395, 0.2460], [2.3027, 1.5441, -1.5967], [1.9322, 0.0369, -1.0534], [-1.4613, -0.1457, 2.1721], [-0.0310, 0.6170, 1.7198], [1.4382, -1.0842, 1.1471], [2.9691, -1.0977, 1.4146], [2.2987, -1.2828, 0.7526]],
  "homo_ev": -9.28,
  "lumo_energy_ev": 0.780,
  "e_above_lowest_kcal_mol": 41.6,
  "gap_ev": 10.058,
  "smiles": "NCC[C@@H](N)C=O.O"
}


(11)
{
  "formula": "C2H11NO2S",
  "method": "ωB97M-V/def2-TZVPD",
  "elements": ["C", "C", "S", "N", "H", "H", "H", "H", "H", "H", "H", "H", "H", "O", "H", "H", "O"],
  "xyz": [[-1.5271, 0.1478, 0.1044], [-0.7885, 1.3023, -0.6318], [0.8730, 0.8255, -1.1319], [-2.6453, 0.5823, 0.8531], [-1.9114, -0.5605, -0.6362], [-0.8364, -0.3645, 0.7792], [-1.2841, 1.6887, -1.5282], [-0.5965, 2.0768, 0.1338], [0.9733, -0.4160, -0.6051], [-2.4994, 1.3486, 1.4851], [-3.4793, 0.6398, 0.2805], [0.5828, -3.7705, -1.4994], [1.1082, -2.6946, -2.4236], [0.5088, -3.4458, -2.4077], [2.4667, 0.0370, 4.7169], [2.7944, 0.9045, 3.4905], [2.1139, 0.3496, 3.8796]],
  "s_squared": 0.753,
  "homo_ev": [-13.78, -13.64],
  "lumo_energy_ev": [-3.899, -9.194],
  "e_above_lowest_kcal_mol": 12.9,
  "charge": 1,
  "gap_ev": [9.881, 4.445],
  "multiplicity": 2
}


(12)
{
  "formula": "C10H14NO2",
  "method": "ωB97M-V/def2-TZVPD",
  "elements": ["C", "C", "C", "C", "C", "C", "C", "C", "C", "C", "N", "O", "O", "H", "H", "H", "H", "H", "H", "H", "H", "H", "H", "H", "H", "H", "H"],
  "xyz": [[-2.7304, 2.5323, 0.2641], [-2.7721, 1.8083, -0.9267], [-1.5997, 2.3407, 1.0851], [-1.8368, 0.8579, -1.2746], [-0.7127, 1.2520, 0.8656], [-1.0204, 0.5254, -0.2563], [0.3638, 0.8192, 1.7995], [0.6947, -1.0012, -0.0202], [2.2192, -0.2935, -1.7092], [1.1717, -3.3499, -0.3311], [0.6392, -0.6238, 1.5989], [1.8957, -0.4430, -0.3871], [0.2538, -2.1823, -0.2537], [-3.3816, 3.3700, 0.3948], [-3.4160, 1.9689, -1.8643], [-1.3781, 3.0523, 1.9253], [-1.8230, 0.6127, -2.3704], [1.2300, 1.4442, 1.6181], [-0.0019, 1.1683, 2.9134], [1.3355, -0.3994, -2.4321], [3.0778, -0.9953, -1.9472], [2.5811, 0.7018, -1.7936], [1.4556, -3.8041, 0.6748], [2.0166, -3.3388, -0.9117], [0.5113, -4.1066, -0.8238], [1.4124, -0.9454, 2.1371], [-0.1857, -0.9707, 2.0254]],
  "homo_ev": -12.34,
  "lumo_energy_ev": -2.927,
  "e_above_lowest_kcal_mol": 132.7,
  "charge": 1,
  "gap_ev": 9.415
}